[1]
This record from the OMol25 dataset describes a gas-phase ion, C5H11NO (charge +1) at a distorted geometry. The level of theory is wB97M-V/def2-TZVPD.

XYZ file:
```
18
Properties=species:S:1:pos:R:3:forces:R:3:lowdin_spin:R:1
C 0.957094 1.229100 -1.367862 0.775 0.763 0.443 0.0123
O 0.875389 2.010781 -0.136200 -0.722 0.646 -0.784 0.0041
C 1.598242 -0.117448 -1.094572 0.219 0.801 1.739 0.0173
C 0.948800 -0.558713 0.282498 -1.723 1.435 -1.359 0.0382
C -0.630160 -0.638144 0.089263 3.187 -2.504 -2.676 0.3777
C -1.490553 -0.363233 1.081842 1.386 0.967 4.287 0.1859
N -2.517756 -1.085741 1.451372 -2.143 0.059 1.239 0.2799
H -0.077202 1.039760 -1.475996 -1.200 -0.297 -1.708 0.0063
H 1.459321 1.819605 -2.174244 -0.685 -0.565 0.556 0.0000
H -0.021127 2.410066 -0.228624 1.307 0.102 0.511 0.0002
H 2.672614 0.043465 -0.938950 -0.163 -0.289 0.100 0.0003
H 1.486926 -0.813120 -1.918402 -0.272 -0.152 -0.025 0.0001
H 1.401644 -1.509828 0.593902 -0.545 0.227 0.386 0.0139
H 1.016582 0.340554 0.952453 0.740 -1.454 -0.133 0.0026
H -0.970135 -1.151055 -0.866167 0.131 0.717 1.265 0.0137
H -1.082079 0.207424 2.020339 -0.849 0.298 -2.146 0.0317
H -2.496936 -2.076114 1.510882 -0.086 -1.245 -1.418 0.0119
H -3.130671 -0.787366 2.218462 0.643 0.491 -0.276 0.0041
```
Positions in Å, forces in eV/Å.

Computed properties:
Strongest force on any atom (hartree/bohr): 0.094
E_tot (hartree): -326.72583
Multiplicity: 2
Net charge: +1
Energy relative to the best compared isomer or geometry (same formula, charge and spin) (kcal/mol): 61.7
LUMO level (alpha / beta) (eV): -4.37 / -7.52

---

[2]
This record from the OMol25 dataset describes C11H10N6O5 in the gas phase at a distorted geometry. The level of theory is wB97M-V/def2-TZVPD.

XYZ file:
```
32
Properties=species:S:1:pos:R:3:forces:R:3:nbo_charge:R:1
C -2.839941 0.886780 -1.468530 -0.582 0.052 -0.393 -0.6751
C -2.494038 0.735781 -0.067671 0.908 -0.427 1.314 0.4675
N -2.728507 -0.247677 0.815650 2.526 0.424 -0.591 -0.2894
C -2.008866 0.015348 1.965591 -0.045 -0.282 0.223 -0.0518
C -1.353934 1.182105 1.800157 0.158 0.300 0.347 0.1496
C -0.535961 2.019955 2.715489 0.264 -0.046 0.339 -0.6515
N -1.655988 1.596503 0.527957 -0.083 0.611 -0.337 -0.4788
H -3.482418 0.086756 -1.796618 -0.179 -0.111 -0.259 0.2670
H -3.361083 1.834267 -1.601967 -0.106 -0.038 -0.142 0.2553
H -1.920077 0.906763 -2.033434 0.208 -0.073 -0.391 0.2479
H -1.983907 -0.678612 2.786884 -0.154 -0.022 0.018 0.2582
H -0.390944 1.487125 3.661311 0.002 0.148 -0.209 0.2491
H 0.456534 2.249942 2.301767 -0.282 -0.116 0.047 0.2339
H -1.040760 2.968179 2.939238 0.073 -0.198 -0.061 0.2350
H -1.246368 2.412120 0.068409 -0.417 -0.437 0.287 0.4347
O -7.170663 -3.919234 3.227792 1.697 0.195 -0.281 -0.3807
N -5.966113 -4.154719 3.067012 -0.215 -0.305 -0.352 0.5238
O -5.427430 -5.213604 3.438439 -0.566 1.527 -0.339 -0.4169
C -5.109883 -3.177518 2.326810 -0.134 -0.390 0.024 -0.1245
C -3.813242 -3.586211 2.049302 -0.193 0.977 -0.276 -0.0879
C -2.972436 -2.855391 1.183837 1.571 0.640 -0.276 -0.1457
N -1.645910 -3.371981 0.854988 -0.334 -0.717 -0.235 0.5027
O -1.261774 -4.454799 1.355661 -0.527 2.059 -0.821 -0.4142
O -0.974135 -2.719469 0.004324 -0.884 -0.742 1.404 -0.4807
C -3.323297 -1.572030 0.421692 -0.840 0.079 1.903 -0.0896
C -4.749454 -1.223949 0.750984 -2.255 -0.310 -2.048 0.1613
N -5.449994 -0.399115 -0.036855 -1.265 -2.798 1.062 -0.1305
O -6.806945 -0.852765 0.144187 1.637 0.614 1.100 -0.1596
N -6.915915 -1.845474 1.109317 3.694 1.357 0.358 -0.0178
C -5.615059 -2.006942 1.562957 -3.073 -2.168 -1.077 0.0647
H -3.436400 -4.513168 2.491841 -0.135 0.383 -0.277 0.2942
H -3.049824 -1.653119 -0.627815 -0.468 -0.187 -0.059 0.2500
```
Positions in Å, forces in eV/Å.

Computed properties:
Strongest force on any atom (hartree/bohr): 0.077
E_tot (hartree): -1129.58555
LUMO level (eV): -0.35

---

[3]
This record from the OMol25 dataset describes C5H8O2 in the gas phase at a distorted geometry. The level of theory is wB97M-V/def2-TZVPD.

XYZ file:
```
15
Properties=species:S:1:pos:R:3:forces:R:3:nbo_charge:R:1
O -1.948725 0.188080 1.179341 -0.054 0.222 0.216 -0.6972
C -1.305637 0.027705 -0.013077 -1.111 -0.373 -0.507 0.1399
C -0.144528 -0.822095 -0.043185 0.903 -0.363 0.037 -0.3157
C 0.935685 -0.358434 1.019029 0.027 -0.281 0.348 -0.4374
C 1.365004 0.613993 -0.057462 -0.875 -0.100 0.032 0.1977
O 0.372555 1.590884 0.018032 0.889 1.061 -0.148 -0.6587
C 0.886718 -0.340704 -1.138432 0.006 -0.275 -0.361 -0.4432
H -2.431517 1.024057 1.170073 0.016 -0.198 0.017 0.4834
H -1.899320 0.181610 -0.917752 0.135 0.067 0.171 0.1501
H 0.203755 1.929337 -0.871551 0.109 0.106 0.123 0.4809
H -0.328907 -1.897629 -0.058139 -0.061 0.017 0.033 0.2401
H 0.562203 0.066530 1.953706 0.086 -0.068 -0.171 0.2284
H 1.647701 -1.164382 1.206023 -0.050 0.142 -0.040 0.2145
H 0.497953 0.104429 -2.065545 0.049 -0.094 0.193 0.1961
H 1.587055 -1.143383 -1.381062 -0.067 0.139 0.057 0.2211
```
Positions in Å, forces in eV/Å.

Computed properties:
Strongest force on any atom (hartree/bohr): 0.027
E_tot (hartree): -345.61755
Energy relative to the best compared isomer or geometry (same formula, charge and spin) (kcal/mol): 117.6
LUMO level (alpha / beta) (eV): 0.69 / 0.75

---

Copy entry 2 word for word.
This record from the OMol25 dataset describes C11H10N6O5 in the gas phase at a distorted geometry. The level of theory is wB97M-V/def2-TZVPD.

XYZ file:
```
32
Properties=species:S:1:pos:R:3:forces:R:3:nbo_charge:R:1
C -2.839941 0.886780 -1.468530 -0.582 0.052 -0.393 -0.6751
C -2.494038 0.735781 -0.067671 0.908 -0.427 1.314 0.4675
N -2.728507 -0.247677 0.815650 2.526 0.424 -0.591 -0.2894
C -2.008866 0.015348 1.965591 -0.045 -0.282 0.223 -0.0518
C -1.353934 1.182105 1.800157 0.158 0.300 0.347 0.1496
C -0.535961 2.019955 2.715489 0.264 -0.046 0.339 -0.6515
N -1.655988 1.596503 0.527957 -0.083 0.611 -0.337 -0.4788
H -3.482418 0.086756 -1.796618 -0.179 -0.111 -0.259 0.2670
H -3.361083 1.834267 -1.601967 -0.106 -0.038 -0.142 0.2553
H -1.920077 0.906763 -2.033434 0.208 -0.073 -0.391 0.2479
H -1.983907 -0.678612 2.786884 -0.154 -0.022 0.018 0.2582
H -0.390944 1.487125 3.661311 0.002 0.148 -0.209 0.2491
H 0.456534 2.249942 2.301767 -0.282 -0.116 0.047 0.2339
H -1.040760 2.968179 2.939238 0.073 -0.198 -0.061 0.2350
H -1.246368 2.412120 0.068409 -0.417 -0.437 0.287 0.4347
O -7.170663 -3.919234 3.227792 1.697 0.195 -0.281 -0.3807
N -5.966113 -4.154719 3.067012 -0.215 -0.305 -0.352 0.5238
O -5.427430 -5.213604 3.438439 -0.566 1.527 -0.339 -0.4169
C -5.109883 -3.177518 2.326810 -0.134 -0.390 0.024 -0.1245
C -3.813242 -3.586211 2.049302 -0.193 0.977 -0.276 -0.0879
C -2.972436 -2.855391 1.183837 1.571 0.640 -0.276 -0.1457
N -1.645910 -3.371981 0.854988 -0.334 -0.717 -0.235 0.5027
O -1.261774 -4.454799 1.355661 -0.527 2.059 -0.821 -0.4142
O -0.974135 -2.719469 0.004324 -0.884 -0.742 1.404 -0.4807
C -3.323297 -1.572030 0.421692 -0.840 0.079 1.903 -0.0896
C -4.749454 -1.223949 0.750984 -2.255 -0.310 -2.048 0.1613
N -5.449994 -0.399115 -0.036855 -1.265 -2.798 1.062 -0.1305
O -6.806945 -0.852765 0.144187 1.637 0.614 1.100 -0.1596
N -6.915915 -1.845474 1.109317 3.694 1.357 0.358 -0.0178
C -5.615059 -2.006942 1.562957 -3.073 -2.168 -1.077 0.0647
H -3.436400 -4.513168 2.491841 -0.135 0.383 -0.277 0.2942
H -3.049824 -1.653119 -0.627815 -0.468 -0.187 -0.059 0.2500
```
Positions in Å, forces in eV/Å.

Computed properties:
Strongest force on any atom (hartree/bohr): 0.077
E_tot (hartree): -1129.58555
LUMO level (eV): -0.35